No. 1
C3H11N2O2 | the ωB97M-V functional and the def2-TZVPD basis

Calculated values
Energy relative to the best compared isomer or geometry (same formula, charge and spin) (eV): 0.0000
Orbital gap (hartree): 0.2894
E_HOMO (eV): -3.77

The geometry in ORCA input format:
```
! RIJCOSX wB97M-V def2-TZVPD def2/J DEFGRID3
* xyz -1 1
N 2.64 1.76 -0.07
C 2.74 0.31 0.01
O 1.60 -0.33 0.46
H 1.85 1.98 -0.67
H 2.34 2.08 0.84
H 3.03 -0.05 -1.00
H 3.58 0.07 0.68
H 0.73 0.23 0.03
C -1.48 0.47 -0.29
O -0.23 0.96 -0.54
C -1.51 -1.00 0.15
N -2.89 -1.47 0.35
H -2.02 1.04 0.50
H -2.13 0.53 -1.19
H -0.95 -1.58 -0.60
H -0.99 -1.10 1.09
H -3.42 -1.51 -0.51
H -2.90 -2.39 0.77
*
```

=====

No. 2
C3H11N2O2 | the ωB97M-V functional and the def2-TZVPD basis

Calculated values
Energy relative to the best compared isomer or geometry (same formula, charge and spin) (eV): 4.7159
Orbital gap (hartree): 0.1921
E_HOMO (eV): -13.79

The geometry in ORCA input format:
```
! RIJCOSX wB97M-V def2-TZVPD def2/J DEFGRID3
* xyz 1 1
N -1.81 -1.93 1.19
C -0.33 1.45 -0.82
C 0.57 2.57 -1.01
C 0.14 0.09 -0.94
N 1.51 -0.12 -0.86
O -0.62 -0.84 -1.16
H -2.21 -2.85 1.33
H -2.59 -1.32 1.09
H -1.30 -1.89 0.31
H -1.40 1.59 -0.92
H 1.54 2.34 -0.56
H 0.09 3.44 -0.53
H 0.65 2.95 -2.04
H 1.66 -1.12 -0.93
H 1.89 0.01 0.08
H 0.01 -1.24 1.78
H 1.23 -1.95 2.22
O 0.98 -1.17 1.75
*
```

=====

No. 3
C3H11N2O3 | the ωB97M-V functional and the def2-TZVPD basis

Calculated values
Energy relative to the best compared isomer or geometry (same formula, charge and spin) (eV): 0.8809
Orbital gap (hartree): 0.4118
E_HOMO (eV): -14.01

The geometry in ORCA input format:
```
! RIJCOSX wB97M-V def2-TZVPD def2/J DEFGRID3
* xyz 1 1
C 1.27 -2.16 -1.69
C 0.12 -2.93 -1.74
N -0.86 -2.12 -1.22
C -0.39 -0.86 -1.09
N 0.92 -0.89 -1.26
H 2.26 -2.50 -1.88
H 0.11 -3.97 -1.99
H -1.83 -2.41 -1.14
H -1.08 -0.11 -0.67
H 1.65 -0.23 -0.93
H 1.86 0.13 1.85
H 1.66 1.54 1.43
O 2.06 0.72 1.10
H -0.88 3.73 2.47
H -0.75 4.40 1.10
O -0.60 3.57 1.56
H -1.41 2.07 1.15
H -2.41 0.89 1.77
O -1.71 1.14 1.17
*
```

=====

> Which value of orbital gap does entry 1 give?

0.2894 hartree